No. 1
{"formula": "C5H6INO", "method": "ωB97M-V/def2-TZVPD", "mol_weight_g_mol": 223.01, "homo_lumo_gap_ha": 0.3113, "e_tot_ha": -621.667773, "multiplicity": 1, "total_charge": 0, "homo_energy_ev": -7.76, "max_force_ha_per_bohr": 0.0220, "elements": ["I", "O", "N", "C", "C", "C", "C", "C", "H", "H", "H", "H", "H", "H"], "positions_angstrom": [[-2.993879, -0.249235, 0.430243], [1.398802, 1.679160, 0.826158], [0.059285, 0.398709, -0.363927], [0.577677, 1.389704, -1.167586], [-1.375227, -1.151625, -0.627196], [-0.694542, -2.147137, 0.263020], [0.586442, 0.632689, 0.798392], [1.382980, 2.175251, -0.426846], [1.941011, 3.054951, -0.667300], [0.443051, 0.089436, 1.708010], [0.263446, -2.435833, -0.172014], [-1.329831, -3.033555, 0.290076], [-0.534129, -1.852836, 1.302734], [0.274914, 1.450325, -2.193766]], "forces_ev_per_angstrom": [[-0.12, 0.06, 0.18], [0.25, 0.23, 0.64], [0.25, -0.18, 1.09], [-0.39, 0.02, -0.47], [0.36, 0.17, -0.51], [0.30, 0.25, 0.24], [-0.36, -0.51, -0.32], [-0.29, -0.08, -1.01], [0.21, 0.12, 0.20], [-0.07, -0.13, 0.24], [-0.01, -0.03, -0.09], [-0.19, -0.01, -0.13], [-0.05, -0.06, 0.14], [0.11, 0.13, -0.20]], "lowdin_charge": [0.62, 0.07, 0.01, -0.07, -0.57, -0.35, -0.18, -0.08, 0.12, 0.14, 0.06, 0.07, 0.03, 0.12]}

No. 2
{"formula": "C31H33ClN3O6S2Ti", "method": "ωB97M-V/def2-TZVPD", "mol_weight_g_mol": 691.07, "homo_lumo_gap_ha": 0.2611, "e_tot_ha": -3921.736097, "multiplicity": 1, "total_charge": 3, "homo_energy_ev": -17.00, "max_force_ha_per_bohr": 0.0145, "elements": ["Ti", "Cl", "S", "S", "O", "O", "O", "O", "O", "O", "N", "N", "N", "C", "C", "C", "C", "C", "C", "C", "C", "C", "C", "C", "C", "C", "C", "C", "C", "C", "C", "C", "C", "C", "C", "C", "C", "C", "C", "C", "C", "C", "C", "C", "H", "H", "H", "H", "H", "H", "H", "H", "H", "H", "H", "H", "H", "H", "H", "H", "H", "H", "H", "H", "H", "H", "H", "H", "H", "H", "H", "H", "H", "H", "H", "H", "H"], "positions_angstrom": [[-0.800806, -1.003310, -0.531284], [-1.700251, -2.369111, -2.402154], [2.285210, -2.020250, -0.014382], [-1.104345, 1.988143, -1.936310], [-2.640496, -1.561336, -1.587112], [1.026720, -1.069400, -0.332613], [-0.872004, -2.965755, -1.298135], [-0.812216, -1.391472, -2.981443], [-1.016980, 0.797489, -0.859177], [-2.281635, -3.290255, -3.251951], [-0.994836, -1.150995, 3.621953], [-0.052260, 0.421145, 2.214696], [-1.362312, -1.249656, 1.287619], [0.606996, 3.916999, -1.271541], [-3.794254, 1.788778, -1.312156], [-2.353929, -2.361547, 1.451351], [-2.959516, -2.352910, 2.836942], [-5.466026, 2.426790, -2.920209], [-1.052904, 5.087721, 0.643154], [2.668308, -4.840301, -3.490287], [1.031237, 5.045149, -0.587385], [-4.486974, 2.728580, -3.856061], [-2.825648, 2.109876, -2.260574], [-1.494136, 3.967628, -0.033691], [2.451281, -3.489858, -3.766361], [5.885167, 0.665427, 0.077827], [0.611895, 1.170527, 3.290115], [2.321235, -2.582143, -2.734320], [-0.648812, 3.388080, -0.981609], [-0.806064, -0.668706, 2.407378], [5.047244, 0.737614, -1.035285], [-5.123031, 1.948660, -1.657166], [5.589630, -0.182466, 1.134534], [3.914535, -0.048537, -1.105921], [-0.341659, -0.538296, 4.794525], [-0.142910, 0.948454, 4.583576], [2.737751, -5.296605, -2.182619], [3.630759, -0.896521, -0.036663], [0.203980, 5.625018, 0.364049], [-1.842387, -2.332990, 3.853641], [4.449172, -0.970597, 1.086453], [2.399022, -3.055636, -1.425036], [2.591859, -4.401991, -1.132775], [-3.148526, 2.557800, -3.536005], [2.639282, -4.745928, -0.106467], [-1.695669, 5.567036, 1.369051], [-3.127373, -2.242237, 0.695354], [0.416490, 1.363547, 5.419997], [1.648741, 0.841167, 3.377679], [4.213478, -1.648069, 1.898522], [-4.762114, 3.085084, -4.838906], [-2.484484, 3.573204, 0.142922], [0.613497, 2.221322, 3.006838], [6.246724, -0.238537, 1.991389], [-1.236179, -3.240531, 3.804002], [-0.982673, -0.722876, 5.653527], [6.779220, 1.273501, 0.112116], [2.780303, -5.539224, -4.308466], [3.272201, -0.005944, -1.973644], [-2.236009, -2.251147, 4.864014], [1.993400, 5.483039, -0.814285], [2.142120, -1.537570, -2.946571], [-3.604430, -1.482617, 2.973307], [-6.509129, 2.553154, -3.176998], [2.393289, -3.150888, -4.791712], [-0.069194, 0.841357, 1.300196], [-5.897626, 1.703662, -0.943377], [1.228323, 3.469866, -2.038394], [-2.376151, 2.773746, -4.264636], [5.296382, 1.397447, -1.855216], [0.609455, -1.044895, 4.973991], [2.900724, -6.345322, -1.976707], [-3.517938, 1.405461, -0.338236], [-1.847228, -3.311893, 1.271397], [0.527174, 6.518364, 0.881927], [-1.110406, 1.452482, 4.547672], [-3.571281, -3.244998, 2.962126]], "forces_ev_per_angstrom": [[0.30, 0.26, 0.64], [0.02, -0.05, -0.08], [0.12, -0.05, -0.05], [0.04, 0.14, -0.08], [-0.10, 0.19, 0.10], [-0.51, 0.04, -0.20], [0.11, -0.03, 0.13], [0.10, 0.06, -0.33], [0.06, -0.43, 0.23], [-0.02, -0.03, -0.01], [-0.02, -0.09, -0.05], [0.00, -0.07, -0.02], [0.07, 0.02, -0.36], [0.03, -0.06, -0.07], [0.04, 0.00, -0.01], [0.00, -0.07, -0.03], [0.02, 0.06, 0.01], [0.02, 0.00, 0.00], [0.04, 0.03, 0.00], [0.00, 0.00, 0.02], [0.00, 0.03, 0.01], [-0.05, 0.00, 0.02], [-0.01, -0.09, 0.08], [0.01, -0.05, -0.05], [0.01, -0.02, 0.01], [-0.02, -0.03, 0.02], [-0.01, 0.02, 0.03], [-0.02, 0.00, 0.01], [-0.10, -0.02, 0.02], [-0.05, 0.17, 0.01], [0.01, 0.01, 0.00], [-0.02, 0.00, -0.01], [0.04, 0.04, -0.01], [-0.01, 0.00, -0.01], [0.01, 0.04, 0.04], [0.00, 0.01, 0.00], [0.00, -0.01, -0.06], [-0.05, -0.06, -0.01], [-0.02, -0.02, 0.00], [-0.02, -0.02, 0.03], [-0.02, -0.05, 0.03], [-0.01, 0.05, 0.01], [0.01, 0.01, 0.08], [0.06, 0.02, -0.03], [0.00, 0.00, -0.01], [0.00, -0.01, 0.00], [0.00, 0.00, 0.00], [0.00, 0.00, 0.00], [0.00, -0.01, -0.01], [0.01, 0.01, 0.00], [0.00, 0.00, 0.00], [-0.04, 0.00, 0.01], [0.01, -0.01, -0.01], [0.00, 0.00, -0.01], [0.01, 0.01, 0.00], [-0.01, -0.02, -0.01], [0.00, 0.00, 0.00], [0.00, 0.00, 0.00], [0.01, 0.02, -0.01], [0.01, 0.01, 0.00], [0.00, 0.00, 0.01], [0.00, -0.01, -0.02], [0.00, -0.01, 0.00], [0.00, 0.00, 0.00], [0.00, 0.00, 0.00], [-0.01, 0.05, -0.02], [0.00, 0.00, -0.01], [0.00, 0.01, 0.01], [-0.01, 0.00, 0.00], [0.00, 0.00, 0.00], [-0.01, -0.01, 0.00], [0.00, 0.00, 0.00], [0.00, 0.03, 0.02], [0.00, 0.00, 0.01], [0.01, 0.00, 0.00], [0.00, 0.00, 0.00], [0.00, 0.00, 0.00]], "lowdin_charge": [1.13, 0.77, 1.22, 1.23, -0.33, -0.55, -0.34, -0.27, -0.57, -0.11, 0.00, 0.11, -0.04, -0.07, -0.08, -0.17, -0.13, -0.01, -0.03, -0.01, -0.04, -0.02, -0.40, -0.05, -0.03, -0.02, -0.13, -0.07, -0.39, -0.30, -0.03, -0.03, -0.03, -0.05, -0.09, -0.13, -0.03, -0.39, -0.02, -0.10, -0.07, -0.40, -0.06, -0.05, 0.12, 0.13, 0.12, 0.14, 0.13, 0.12, 0.13, 0.11, 0.13, 0.13, 0.15, 0.14, 0.13, 0.13, 0.11, 0.14, 0.13, 0.11, 0.14, 0.13, 0.13, 0.11, 0.12, 0.12, 0.12, 0.12, 0.15, 0.13, 0.11, 0.13, 0.13, 0.13, 0.14]}

No. 3
{"formula": "C3H7N3", "method": "ωB97M-V/def2-TZVPD", "mol_weight_g_mol": 85.11, "homo_lumo_gap_ha": 0.3622, "e_tot_ha": -282.716508, "multiplicity": 1, "total_charge": 0, "smiles": "[H]/N=C/N/N=C/C", "homo_energy_ev": -8.75, "max_force_ha_per_bohr": 0.0569, "elements": ["N", "N", "N", "C", "C", "C", "H", "H", "H", "H", "H", "H", "H"], "positions_angstrom": [[-1.981774, -1.869735, 1.893904], [-0.768542, -0.814782, 0.210100], [-0.141491, 0.329925, -0.167332], [-1.691654, -0.779356, 1.220123], [0.902215, 0.218611, -0.877079], [1.696778, 1.460292, -1.263214], [1.774420, 2.115992, -0.342788], [1.230452, -0.805011, -1.168228], [-2.214460, 0.226576, 1.351903], [-0.202940, -1.728333, 0.229544], [2.787046, 1.271307, -1.562404], [-2.665892, -1.686289, 2.611303], [1.275842, 2.060803, -2.135832]], "forces_ev_per_angstrom": [[1.19, 2.13, -1.62], [1.00, -2.18, 0.27], [0.08, 0.41, 0.06], [-1.74, -0.82, 1.70], [0.45, -0.14, -0.38], [1.11, 0.88, -0.11], [-0.31, -0.53, -1.19], [0.08, 0.68, 0.02], [0.91, -1.25, -0.17], [-1.03, 1.72, -0.26], [-1.61, -0.24, 0.45], [-0.32, 0.19, -0.02], [0.20, -0.85, 1.24]], "lowdin_charge": [0.04, -0.08, 0.00, -0.30, -0.23, -0.10, 0.08, 0.11, 0.13, 0.17, 0.08, 0.01, 0.08]}